The following is a DFT calculation (ωB97M-V/def2-TZVPD) of a molecular structure, C44H53CsN5O4PS5.

Geometry as ORCA input:
```
! RIJCOSX wB97M-V def2-TZVPD def2/J DEFGRID3
* xyz -2 1
Cs 0.49368 0.13950 -0.58772
C -3.72604 2.84510 -0.21595
C -3.16512 3.19253 1.16317
S -2.36273 1.84380 2.07346
C -3.74851 0.69536 2.27268
C -3.93491 -0.35871 1.17839
S -2.78748 -1.72352 1.45964
C -3.15965 -2.89312 0.11879
C -3.76686 -2.28409 -1.14199
S -2.63956 -1.08832 -1.89782
C -3.83872 0.12383 -2.51520
C -3.28291 1.53837 -2.67349
S -2.38938 2.18453 -1.24244
H -4.53411 2.11444 -0.10634
H -4.16572 3.74670 -0.65323
H -2.37729 3.94301 1.05890
H -3.94995 3.63937 1.78016
H -3.58988 0.20124 3.23461
H -4.66654 1.27986 2.37985
H -4.97385 -0.70055 1.19436
H -3.70925 0.07499 0.20471
H -2.19601 -3.35353 -0.11401
H -3.82099 -3.68198 0.48519
H -3.98822 -3.10150 -1.83382
H -4.71542 -1.79513 -0.90462
H -4.22108 -0.19711 -3.48829
H -4.68435 0.13430 -1.81828
H -2.57739 1.58870 -3.50248
H -4.11802 2.21226 -2.88813
N 2.01079 0.05112 2.54823
C 1.94679 -0.48591 3.89221
C 0.54455 -0.41040 4.48147
N -0.45659 -0.75159 3.49567
H 2.95735 0.15933 2.21286
H 1.50988 0.92499 2.44616
H 2.63145 -0.00304 4.60995
H 2.24548 -1.53844 3.83331
H 0.33772 0.60777 4.83425
H 0.54907 -1.05702 5.37597
H -1.36737 -0.90568 3.90449
H -0.21114 -1.55892 2.93458
O 3.94366 2.77994 -6.92502
C 4.51695 2.74876 -5.82071
O 5.71788 2.96870 -5.54444
C 3.61641 2.43298 -4.59964
C 4.14679 2.44028 -3.31668
C 3.33785 2.11745 -2.24515
N 2.04942 1.79593 -2.35886
C 1.52023 1.81747 -3.59241
C 2.26587 2.13202 -4.72254
C 0.02632 1.47197 -3.69508
O -0.59416 1.81346 -4.71060
O -0.43244 0.85988 -2.68889
H 5.19608 2.67955 -3.19744
H 3.74388 2.11023 -1.23398
H 1.80150 2.13746 -5.69880
C 4.40896 -1.03990 -1.80673
C 4.17564 -1.25396 -3.27565
C 5.11335 -0.79754 -4.19397
C 4.93712 -0.96978 -5.55789
C 3.82240 -1.65024 -6.01564
C 2.87631 -2.11285 -5.11216
C 3.01543 -1.89845 -3.74378
P 1.73820 -2.30980 -2.49058
C 0.26170 -2.75465 -3.51233
C -0.10723 -1.80473 -4.46724
C -1.24773 -1.92859 -5.23934
C -2.06562 -3.03271 -5.05922
C -1.72874 -3.97254 -4.09924
C -0.58371 -3.85817 -3.30689
C -0.35288 -4.91846 -2.26264
C 2.38112 -3.80389 -1.71015
C 3.16060 -4.70450 -2.42903
C 3.73528 -5.83080 -1.86653
C 3.52939 -6.02831 -0.48583
C 2.77535 -5.16869 0.25726
C 2.10419 -4.01893 -0.30355
C 1.25958 -3.26001 0.48053
H 5.29604 -0.42534 -1.64638
H 4.51853 -1.98772 -1.27432
H 3.55505 -0.51511 -1.37006
H 5.97564 -0.24760 -3.83409
H 5.64962 -0.54223 -6.25147
H 3.66515 -1.79274 -7.07769
H 1.99698 -2.62151 -5.48483
H 0.51583 -0.93316 -4.61684
H -1.49034 -1.14686 -5.94801
H -2.96840 -3.15703 -5.64730
H -2.37343 -4.83189 -3.94020
H -1.23103 -5.56675 -2.20954
H -0.17990 -4.49271 -1.27076
H 0.52079 -5.53541 -2.48113
H 3.33289 -4.49824 -3.48200
H 4.34679 -6.50409 -2.45289
H 3.98824 -6.87955 0.01166
H 2.64401 -5.35731 1.31911
H 0.73654 -2.39547 0.09546
H 1.13946 -3.48962 1.53331
N 3.60757 7.50141 1.27549
C 2.40626 7.29885 0.68678
S 1.49336 8.49690 0.04550
C 1.95652 5.86379 0.75004
C 1.21155 5.31186 -0.28380
C 0.86225 3.96933 -0.20222
N 1.17860 3.19805 0.83445
C 1.86793 3.74183 1.83063
C 2.29553 5.05926 1.83565
H 4.01730 8.41614 1.19162
H 4.23201 6.72117 1.39676
H 0.93213 5.89972 -1.14540
H 0.31256 3.50025 -1.01001
H 2.10457 3.09484 2.66980
H 2.84029 5.44140 2.68938
*
```

Output
LUMO energy: 2.85 eV
orbital gap: 3.68 eV